[1]
{"formula": "C4H14N3", "method": "the ωB97M-V functional and the def2-TZVPD basis", "fmax_ha_per_bohr": 0.012, "e_tot_ev": -8839.6817, "gap_ev": 11.11, "total_charge": 1, "relative_energy_kj_mol": 32.9, "lumo_energy_ev": -2.46, "species": ["N", "H", "H", "H", "H", "C", "H", "H", "H", "C", "C", "N", "H", "H", "N", "H", "C", "H", "H", "H", "H"], "xyz": [[0.768, -1.833, -1.839], [-0.008, 3.137, 0.063], [0.980, 2.177, 1.947], [0.599, -3.861, -1.293], [-0.720, -1.163, -0.631], [-0.099, 2.099, 1.845], [-0.207, -0.061, 1.806], [1.663, -1.671, -2.275], [-1.412, 2.306, 0.244], [0.206, -0.874, -1.125], [-0.635, 0.779, 2.352], [-0.406, 2.263, 0.401], [-0.370, 0.634, 3.399], [0.417, -3.513, -3.012], [0.656, 0.331, -0.929], [-0.546, 2.913, 2.411], [0.184, -3.158, -2.015], [-1.721, 0.733, 2.287], [1.467, 0.540, -1.504], [-0.894, -3.096, -1.888], [0.076, 1.316, -0.244]], "mulliken_charge": [-0.183, 0.331, 0.299, 0.306, 0.226, -0.388, 0.215, 0.229, 0.322, 0.223, -0.998, -0.423, 0.345, 0.300, -0.513, 0.364, -0.768, 0.330, 0.123, 0.308, 0.351]}


[2]
{"formula": "C27H21BCo2F6O8S", "method": "the ωB97M-V functional and the def2-TZVPD basis", "fmax_ha_per_bohr": 0.095, "e_tot_ev": -147785.1149, "gap_ev": 1.92, "relative_energy_kj_mol": 0.0, "lumo_energy_ev": -5.04, "species": ["H", "C", "O", "C", "H", "B", "C", "H", "H", "C", "H", "H", "F", "H", "F", "H", "C", "O", "H", "H", "C", "O", "H", "F", "C", "C", "C", "O", "C", "C", "F", "H", "C", "C", "F", "O", "H", "C", "C", "Co", "H", "C", "O", "S", "C", "H", "H", "C", "C", "C", "C", "F", "C", "H", "H", "C", "C", "C", "H", "C", "O", "H", "H", "C", "Co", "O"], "xyz": [[1.297, -0.821, 1.537], [1.509, -1.424, 0.630], [1.332, 2.402, 3.390], [-3.009, -1.877, 0.977], [2.023, -2.401, 3.090], [-0.737, -1.928, -0.341], [2.683, 7.176, -0.741], [-1.984, -5.311, -4.823], [0.843, 1.706, -1.339], [-2.542, -4.370, -4.858], [-0.136, -3.220, 2.242], [0.706, 5.514, 0.393], [-6.221, -1.312, 2.544], [-0.533, -0.396, -3.096], [-4.038, 2.932, 1.786], [-0.442, 3.059, -1.661], [-1.439, -2.115, -4.226], [5.066, 4.656, -2.107], [2.452, -1.040, 0.194], [2.518, -4.736, 0.273], [-4.014, 0.185, 1.764], [3.625, 1.167, -0.396], [1.757, -3.727, -0.988], [-1.853, 2.893, 1.463], [3.191, 2.094, 0.144], [-2.005, -1.152, 0.353], [-1.090, -2.145, -1.912], [0.476, -1.163, -0.310], [-0.950, -1.407, -3.057], [2.508, -2.960, 2.285], [-3.223, 2.840, -0.271], [-2.544, -3.998, -5.885], [-3.055, 2.382, 1.018], [4.397, 6.761, 0.869], [-4.609, -2.276, 3.714], [4.995, 4.101, 2.195], [3.349, -3.283, -0.281], [-2.004, 0.223, 0.405], [-3.997, -1.202, 1.692], [2.446, 3.500, 0.913], [-1.428, -1.707, -5.231], [0.466, 2.712, -1.151], [5.175, 7.418, 1.416], [-1.713, -3.752, -2.267], [-1.927, -3.381, -3.945], [-3.566, -4.583, -4.536], [-4.773, 0.704, 2.334], [1.801, 2.855, 2.430], [1.487, 4.800, 0.096], [1.166, 3.535, -0.349], [-3.036, 0.883, 1.069], [-5.303, -3.183, 1.827], [-5.036, -1.989, 2.439], [3.492, -2.513, 2.098], [-3.049, -2.958, 0.913], [2.363, -3.710, -0.075], [1.671, -2.927, 1.019], [4.306, 4.999, -1.307], [2.670, -3.988, 2.624], [0.271, -3.559, 1.270], [2.376, 8.194, -1.202], [0.350, -4.660, 1.289], [-1.216, 0.790, -0.080], [4.065, 4.233, 1.507], [3.308, 5.700, -0.023], [-0.670, -3.242, 0.256]], "mulliken_charge": [0.269, -1.069, -0.274, -0.949, 0.441, 1.522, 0.442, 0.290, 0.230, -1.238, 0.327, 0.561, -0.281, 0.277, -0.304, 0.340, -0.642, -0.284, 0.235, 0.485, -1.276, -0.262, 0.272, -0.228, 0.275, 0.122, 0.525, -0.479, -1.021, -2.101, -0.279, 0.346, 0.857, 0.390, -0.266, -0.355, 0.406, -0.798, 0.135, 0.023, 0.340, -0.263, -0.279, -0.195, 0.518, 0.271, 0.523, 0.194, -1.052, 0.706, 0.650, -0.262, 0.919, 0.379, 0.605, -1.874, 2.692, 0.113, 0.426, -1.275, -0.288, 0.306, 0.243, 0.388, 0.144, -0.589]}


[3]
{"formula": "C5H10NO", "method": "the ωB97M-V functional and the def2-TZVPD basis", "fmax_ha_per_bohr": 0.025, "e_tot_ev": -8883.4705, "smiles": "C=C(N)CCC[O-]", "gap_ev": 6.28, "total_charge": -1, "relative_energy_kj_mol": 62.4, "lumo_energy_ev": 3.85, "species": ["H", "H", "C", "C", "H", "N", "C", "O", "H", "H", "C", "H", "C", "H", "H", "H", "H"], "xyz": [[0.398, 0.300, 1.561], [-2.198, 1.989, 0.205], [1.251, 0.525, -0.381], [-2.344, 0.919, 0.240], [2.340, -1.097, 0.591], [-1.250, -1.217, 0.082], [-1.241, 0.140, 0.305], [2.967, -0.851, -1.368], [1.191, -1.619, -0.666], [-2.163, -1.638, 0.101], [2.004, -0.853, -0.461], [2.019, 1.302, -0.302], [0.104, 0.750, 0.604], [-3.351, 0.586, 0.460], [0.861, 0.611, -1.402], [-0.072, 1.782, 0.899], [-0.515, -1.632, -0.467]], "mulliken_charge": [0.272, 0.290, -0.703, -1.002, 0.158, -0.389, 0.550, -0.879, -0.059, 0.205, -0.123, 0.338, -0.575, 0.253, 0.188, 0.306, 0.171]}


[4]
{"formula": "C33H39GeMnP2S2", "method": "the ωB97M-V functional and the def2-TZVPD basis", "fmax_ha_per_bohr": 0.049, "e_tot_ev": -162923.5235, "spin_multiplicity": 5, "gap_ev": [6.76, 6.38], "total_charge": 2, "relative_energy_kj_mol": 0.0, "lumo_energy_ev": [-7.58, -8.24], "species": ["H", "H", "H", "C", "H", "H", "C", "H", "P", "H", "C", "H", "C", "H", "C", "H", "P", "C", "C", "H", "H", "H", "C", "H", "C", "C", "C", "H", "H", "H", "C", "H", "C", "C", "H", "H", "C", "C", "C", "H", "H", "S", "H", "C", "H", "C", "C", "C", "C", "H", "H", "C", "H", "C", "H", "C", "C", "C", "H", "H", "C", "H", "C", "C", "H", "H", "H", "H", "C", "Mn", "H", "Ge", "C", "C", "S", "H", "H", "H"], "xyz": [[-1.963, -2.753, -6.915], [0.601, 1.341, 2.635], [-3.971, -4.681, 2.376], [-1.036, -3.582, -0.841], [-1.266, 2.779, 2.017], [-2.061, -5.550, -4.408], [-4.031, -3.608, 2.242], [-2.012, 1.070, -3.487], [-1.895, 1.703, -0.640], [0.627, -2.054, -3.295], [-5.359, -1.607, 1.981], [-1.899, -3.327, 2.302], [-0.259, -1.416, -3.299], [-2.748, -1.632, -1.908], [-2.882, 4.221, -0.616], [0.061, -0.381, -3.358], [-1.507, -0.468, 1.870], [-5.606, 0.999, -2.049], [-1.247, -1.773, -4.421], [-6.171, -3.585, 2.167], [-1.882, -5.502, -1.248], [-3.919, 0.446, -4.941], [-1.999, 1.238, 5.500], [0.271, -5.530, -2.404], [-1.589, -4.625, -1.833], [-0.137, 1.327, 3.426], [-1.600, -1.722, -6.924], [-2.510, -4.268, -2.311], [-2.175, -1.207, -4.313], [-4.731, 1.661, -0.207], [-3.092, 5.476, -0.068], [0.970, 2.661, 4.677], [-5.267, -2.989, 2.130], [-3.016, 1.031, -3.084], [-6.329, -1.132, 1.909], [-6.205, 0.388, -4.017], [-4.546, 1.361, -1.233], [-1.185, -5.997, -3.927], [-2.221, 3.247, 0.144], [-3.227, 4.005, -1.619], [-0.277, -0.434, -5.796], [-0.077, 1.666, -1.610], [-4.274, 0.237, 1.827], [-5.373, 0.659, -3.379], [0.004, -3.776, -0.583], [-2.005, 4.782, 1.974], [-3.246, 1.366, -1.754], [-1.538, 0.254, 0.272], [-4.205, -0.842, 1.931], [-1.605, -3.535, 0.083], [-1.129, -1.547, -7.890], [0.074, 2.063, 4.576], [-2.711, 1.196, 6.315], [-2.867, -2.851, 2.192], [-1.519, -2.831, -4.380], [-1.296, 0.550, 3.306], [-0.616, -1.474, -5.782], [-4.086, 0.686, -3.897], [-1.504, -6.930, -3.460], [-2.466, -1.058, -6.852], [-1.778, 3.527, 1.435], [-1.669, 5.007, 2.979], [-2.658, 5.752, 1.223], [-2.959, -1.472, 2.035], [-0.173, -4.170, -3.407], [-3.597, 6.238, -0.647], [-2.830, 6.734, 1.647], [-0.680, 2.581, 6.518], [-2.225, 0.496, 4.347], [0.176, -0.281, -0.419], [0.270, -2.100, -5.913], [-1.254, -1.842, -1.654], [-0.578, -5.050, -2.898], [-0.857, 2.015, 5.611], [0.236, -1.503, 1.531], [-0.467, -6.248, -4.708], [-3.110, -0.120, 4.269], [-6.615, 0.997, -1.657]], "mulliken_spin": [0.000, 0.011, 0.000, 0.040, -0.003, 0.000, 0.002, 0.006, -0.024, -0.006, 0.001, -0.006, 0.036, 0.009, 0.002, 0.008, -0.016, 0.000, 0.013, 0.000, 0.001, 0.000, 0.001, 0.000, 0.007, -0.002, 0.003, 0.002, 0.002, 0.002, 0.001, 0.000, -0.003, -0.006, 0.000, 0.000, -0.007, 0.000, 0.005, 0.000, -0.001, -0.034, -0.006, -0.002, -0.003, 0.000, 0.026, -0.165, -0.013, -0.008, 0.001, 0.002, 0.000, -0.012, 0.002, 0.004, 0.008, 0.002, 0.000, 0.000, 0.013, 0.000, 0.000, 0.020, 0.001, 0.000, 0.000, 0.000, 0.002, 4.168, 0.001, -0.056, -0.003, 0.002, -0.027, 0.000, 0.001, 0.000]}


[5]
{"formula": "C4H3NO3", "method": "the ωB97M-V functional and the def2-TZVPD basis", "fmax_ha_per_bohr": 0.038, "e_tot_ev": -11827.0482, "smiles": "N#CC(O)(C=O)C=O", "gap_ev": 10.66, "relative_energy_kj_mol": 239.8, "lumo_energy_ev": -0.09, "species": ["C", "O", "C", "H", "H", "C", "H", "N", "O", "C", "O"], "xyz": [[-0.023, 0.288, 0.119], [1.399, -1.390, 0.797], [0.523, 1.261, -0.798], [0.784, 0.372, 1.888], [-2.130, 0.025, 0.734], [-1.442, -0.204, -0.133], [0.840, -1.369, -1.241], [0.967, 2.060, -1.468], [-0.036, 0.644, 1.426], [0.844, -0.964, -0.155], [-1.728, -0.722, -1.169]], "mulliken_charge": [0.991, -0.446, -0.014, 0.349, 0.340, -0.090, 0.332, -0.387, -0.556, -0.071, -0.448]}